# 1
DFT (wB97M-V/def2-TZVPD) results for a cluster of 8 separate species, H18NO7 in total.

## Properties
orbital gap = 11.37 eV
LUMO level = -3.27 eV
DFT total energy = -16106.862 eV
ΔE to the lowest compared entry with this formula, charge and spin = 104.1 kcal/mol

ORCA input file:
```
! RIJCOSX wB97M-V def2-TZVPD def2/J DEFGRID3
* xyz 1 1
N 0.1295 0.3332 -0.2800
H 0.3719 -0.6169 -0.5524
H -0.0272 0.8487 -0.9871
H 0.8710 0.6374 0.2356
H -0.6782 0.0374 0.3099
O 1.0733 -2.3647 1.0620
H 0.4029 -2.3990 2.0052
H 0.4532 -3.0321 0.6054
O 0.8346 3.1549 -0.8860
H 1.3382 3.6791 -1.6107
H -0.0866 3.4662 -0.7525
O -2.2377 -0.5020 -1.7255
H -2.2234 -1.3262 -2.2139
H -2.6413 -0.8945 -0.9128
O 2.2133 -1.2477 -2.1858
H 2.9204 -0.9169 -2.6291
H 1.5671 -1.0959 -2.8121
O 3.2006 0.5526 0.9948
H 3.2953 -0.2727 1.3514
H 3.9627 0.5344 0.3138
O -2.9769 1.2388 1.0647
H -2.3790 1.6056 1.7335
H -3.1987 1.9475 0.4598
O -1.7780 -0.9748 2.6431
H -2.4456 -0.5675 2.1109
H -1.9615 -1.8250 2.6577
*
```

# 2
DFT (wB97M-V/def2-TZVPD) results for a structure of composition H18Na4O13S.

## Properties
orbital gap = 8.66 eV
LUMO level = -7.66 eV
DFT total energy = -55403.396 eV
ΔE to the lowest compared entry with this formula, charge and spin = 0.0 kcal/mol

ORCA input file:
```
! RIJCOSX wB97M-V def2-TZVPD def2/J DEFGRID3
* xyz 2 1
Na 1.0479 -0.9947 2.9684
Na -2.4737 0.0372 1.7811
Na 0.9639 -3.8792 1.1733
Na 1.3974 -0.2021 -3.4243
S 0.1377 -0.5998 -0.0135
O 0.8349 0.0828 -1.1056
O 1.0468 -1.5521 0.6829
O -0.2903 0.4138 0.9783
O -1.0399 -1.3340 -0.5098
O 3.7894 -1.3490 -0.0149
H 3.8363 -0.4211 0.2627
H 2.8587 -1.5764 0.0828
O -3.1712 -0.9293 -2.2962
H -2.5479 -1.0331 -1.5623
H -2.6418 -0.6720 -3.0556
O -0.6907 2.0238 -2.4729
H -0.0874 1.5056 -1.9178
H -1.0554 1.4114 -3.1197
O 0.6850 1.3202 3.3733
H 0.8386 2.2706 3.3378
H 0.1201 1.1520 2.5962
O -1.4492 -3.9503 0.3316
H -1.3494 -3.0307 0.0005
H -2.0398 -3.8884 1.0916
O 0.0431 3.1996 0.3143
H 0.3590 3.5069 1.1698
H -0.0521 2.2385 0.3951
O -2.1319 2.4137 2.2592
H -2.2751 3.0464 1.5386
H -1.8930 2.9536 3.0217
O 2.9719 1.5703 0.6392
H 2.9628 1.8335 -0.2879
H 2.0586 1.6805 0.9179
O -0.1659 -2.3089 -3.4148
H -0.8261 -1.9179 -2.8216
H 0.2286 -3.0213 -2.8997
*
```

# 3
DFT (wB97M-V/def2-TZVPD) results for a structure of composition H18O11V.

## Properties
orbital gap = 7.47 eV
LUMO level = -5.34 eV
DFT total energy = -48494.859 eV
ΔE to the lowest compared entry with this formula, charge and spin = 65.6 kcal/mol

ORCA input file:
```
! RIJCOSX wB97M-V def2-TZVPD def2/J DEFGRID3
* xyz 1 1
O 1.0255 0.1891 0.7992
V -0.0447 -0.6355 -0.1060
O -0.6438 0.6672 -0.7995
O 1.6586 0.0910 3.1945
H 1.4569 0.0258 2.2734
H 1.1314 -0.5615 3.6148
O 2.6233 2.0427 0.6408
H 3.1848 1.5834 1.2653
H 1.8586 1.4834 0.6740
O -0.5737 2.1890 1.7412
H -0.6557 1.7623 2.5725
H -1.1874 1.8029 1.1277
O 1.3439 -0.7946 -1.6972
H 1.8590 -0.0842 -2.0368
H 1.3012 -1.4392 -2.4096
O -1.0523 -1.2162 1.6400
H -1.3841 -2.1233 1.7415
H -1.1146 -0.7921 2.4825
O -2.7493 0.4425 -3.2125
H -3.5629 0.8419 -3.5867
H -2.7270 0.6785 -2.2649
O 1.1319 -2.3512 0.4417
H 0.7849 -3.2058 0.1629
H 1.4093 -2.5876 1.3259
O -0.3855 2.9881 -1.4384
H -0.0343 2.9288 -2.3352
H -0.2827 2.0749 -1.0683
O -1.1856 -1.9215 -1.3093
H -1.1365 -1.8016 -2.2650
H -2.0491 -2.2774 -1.1684
*
```

# 4
DFT (wB97M-V/def2-TZVPD) results for a cluster of 9 separate species, H18O9 in total.

## Properties
structure (SMILES) = O.O.O.O.O.O.O.O.O
orbital gap = 10.71 eV
LUMO level = 0.10 eV
DFT total energy = -18719.792 eV
ΔE to the lowest compared entry with this formula, charge and spin = 54.0 kcal/mol

ORCA input file:
```
! RIJCOSX wB97M-V def2-TZVPD def2/J DEFGRID3
* xyz 0 1
O -1.6288 1.6999 -2.2906
H -0.8138 1.5439 -1.9196
H -1.8918 2.6149 -2.0516
O 0.7122 -2.5831 0.6334
H 0.9432 -2.3961 1.5544
H 1.5432 -2.4741 0.1034
O 1.2872 1.8409 2.3344
H 1.7372 2.4339 1.7014
H 0.7192 1.1799 1.9504
O -0.5888 -1.7961 -2.3236
H -0.0728 -1.1641 -2.7576
H -0.1488 -2.6611 -2.3046
O 0.9462 1.9619 -1.5646
H 1.6332 1.5219 -2.0416
H 0.8112 1.4469 -0.7786
O 2.9992 -0.3671 2.3104
H 3.5022 0.1699 2.9364
H 2.2412 0.2459 2.1404
O -2.3778 -2.1001 -0.2296
H -1.4828 -2.0211 -0.6016
H -2.2498 -1.9751 0.7024
O 0.1422 -0.0601 0.1924
H 0.3212 -0.9941 0.3314
H -0.7748 0.0899 0.2884
O -2.3858 0.9249 0.6794
H -2.3798 1.7139 1.1904
H -2.7428 1.2029 -0.1856
*
```

# 5
DFT (wB97M-V/def2-TZVPD) results for a cluster of 9 separate species, H18O9 in total.

## Properties
structure (SMILES) = O.O.O.O.O.O.O.O.O
orbital gap = 9.50 eV
LUMO level = -0.56 eV
DFT total energy = -18718.966 eV
ΔE to the lowest compared entry with this formula, charge and spin = 73.1 kcal/mol

ORCA input file:
```
! RIJCOSX wB97M-V def2-TZVPD def2/J DEFGRID3
* xyz 0 1
O -0.3445 3.0802 -0.0988
H -0.7736 3.7504 -0.6592
H -0.0804 3.5569 0.6819
O -2.6818 1.1292 1.5067
H -3.1601 1.6784 0.8696
H -1.8325 1.1221 1.1912
O -0.4946 1.5253 -2.1867
H -0.6604 2.3148 -1.7015
H -1.0314 0.7733 -1.8663
O 0.0577 0.1712 0.4103
H 0.9662 -0.1257 0.4139
H -0.0680 0.9748 -0.1027
O 2.1265 0.1043 -1.4854
H 1.6618 0.9463 -1.6186
H 2.5313 -0.0568 -2.3170
O -1.3215 -0.9366 3.8407
H -1.7659 -0.2122 4.3047
H -0.7804 -0.5139 3.2062
O -0.1459 -2.0020 -1.7091
H 0.5103 -1.4462 -2.1053
H -0.8997 -1.4533 -1.6538
O 3.0244 -2.6249 -0.2721
H 2.8161 -1.7526 -0.5819
H 2.9932 -3.2747 -0.9158
O -0.4070 -2.4137 1.2855
H -0.4256 -1.5129 0.9184
H 0.1859 -2.8019 0.6450
*
```

# 6
DFT (wB97M-V/def2-TZVPD) results for a cluster of 9 separate species, H18O9 in total.

## Properties
structure (SMILES) = O.O.O.O.O.O.O.O.O
orbital gap = 9.90 eV
LUMO level = -0.45 eV
DFT total energy = -18718.170 eV
ΔE to the lowest compared entry with this formula, charge and spin = 91.4 kcal/mol

ORCA input file:
```
! RIJCOSX wB97M-V def2-TZVPD def2/J DEFGRID3
* xyz 0 1
O 1.1459 -2.3240 -1.2221
H 0.5764 -1.6142 -1.7629
H 2.0711 -2.0703 -1.5900
O 1.2721 2.7600 2.0085
H 1.9123 2.8053 2.5876
H 1.0512 1.8523 1.7732
O 1.3127 -0.4724 1.4877
H 2.1215 -0.9797 1.5868
H 1.3239 -0.3339 0.4629
O -3.9941 -2.3315 0.2328
H -3.0892 -2.7808 0.2814
H -3.9975 -1.3493 0.0156
O -1.4497 -3.1680 -0.5010
H -1.7982 -3.7523 -1.1842
H -0.6818 -2.7971 -0.9488
O -0.5132 2.4125 -0.9926
H -0.9340 2.1619 -0.1225
H -0.5870 3.3841 -0.9969
O 4.1408 2.4266 -0.0845
H 3.3963 2.3877 -0.7072
H 3.8311 1.7377 0.5755
O -3.5779 0.6147 1.1307
H -3.4378 0.0524 1.9147
H -2.7830 0.4487 0.6249
O 1.3727 0.0328 -1.8894
H 1.9445 0.3828 -2.7204
H 1.2806 0.8757 -1.4398
*
```